No. 1
Molecular formula: C5H12NO
Method: DFT, ωB97M-V with the def2-TZVPD basis set

For the HOMO energy (alpha / beta), the calculation gives -9.19 / -9.16 eV. The total energy comes out at -327.571414 Ha. The spin multiplicity is 2. As for the total charge: 0. As for the expectation value of S²: 0.754. The largest force on an atom is 2.35 eV Å⁻¹. The relative energy (zero: lowest compared OMol25 entry of this formula, charge and spin) comes out at 146.2 kJ/mol. Its LUMO energy (alpha / beta) is 0.98 / -1.73 eV.

Element x y z (Å)
1 C -0.7821 1.5985 -1.0888
2 O -0.7728 1.6299 0.2701
3 C -1.2305 0.2207 -1.5836
4 N -1.2835 0.0377 -3.0426
5 H -1.4103 2.3893 -1.5879
6 H 0.2415 1.7432 -1.5482
7 H -0.5336 -0.4668 -1.0537
8 H -2.2467 -0.0024 -1.2195
9 H -0.3802 0.0509 -3.5654
10 H -1.7801 -0.8025 -3.2821
11 C 2.1052 -1.2772 1.7446
12 C 0.9143 -0.3537 1.6021
13 C -0.0773 -0.2283 2.5228
14 H 3.0766 -0.7843 1.5878
15 H 2.1261 -1.7291 2.7507
16 H 2.0554 -2.0922 0.9943
17 H 0.8470 0.3066 0.7017
18 H -0.8075 0.5562 2.3613
19 H -0.0615 -0.7966 3.4365

natural (NBO) population analysis, charges in e, atoms 1 to 8: C -0.16; O -0.27; C -0.24; N -0.86; H 0.21; H 0.21; H 0.17; H 0.20

No. 2
Molecular formula: C5H12NO
Method: DFT, ωB97M-V with the def2-TZVPD basis set

For the HOMO energy, the calculation gives -14.37 eV. The total energy comes out at -327.364269 Ha. As for the total charge: +1. The largest force on an atom is 7.13 eV Å⁻¹. The relative energy (zero: lowest compared OMol25 entry of this formula, charge and spin) comes out at 250.3 kJ/mol. Its LUMO energy is -5.26 eV.

Element x y z (Å)
1 C -1.0640 -1.9022 -0.7254
2 C -0.2845 -1.7572 0.5792
3 C 0.3020 -0.3300 0.4259
4 C 1.4143 0.0418 -0.1630
5 N 1.7907 1.4170 -0.4307
6 C 2.7073 1.8214 -1.2297
7 H -1.5017 -2.9127 -0.8407
8 H -0.4061 -1.7620 -1.6042
9 H -1.8934 -1.1795 -0.7749
10 H 0.7035 -2.3590 0.6771
11 H -0.8329 -1.9250 1.5593
12 H -0.3380 0.3255 1.0053
13 H 1.9220 -0.7369 -0.7381
14 H 1.3486 2.1403 0.2407
15 H 3.3201 1.1656 -1.7667
16 H 3.1560 2.8881 -1.0938
17 H -3.6107 2.4561 1.8575
18 H -3.6089 1.0839 1.2161
19 O -3.1242 1.5247 1.8059

natural (NBO) population analysis, charges in e, atoms 1 to 8: C -0.62; C -0.44; C -0.05; C -0.14; N -0.39; C 0.09; H 0.24; H 0.21

No. 3
Molecular formula: C5H12NO
Method: DFT, ωB97M-V with the def2-TZVPD basis set

For the HOMO energy, the calculation gives -14.13 eV. The total energy comes out at -327.383676 Ha. As for the total charge: +1. The largest force on an atom is 2.23 eV Å⁻¹. The relative energy (zero: lowest compared OMol25 entry of this formula, charge and spin) comes out at 199.3 kJ/mol. Its LUMO energy is -5.29 eV.

Element x y z (Å)
1 C 2.9173 -0.9492 -0.7126
2 C 2.1325 -0.9085 0.6101
3 C 0.6668 -0.7376 0.3855
4 C -0.1503 0.0634 1.0904
5 N -1.2977 0.5206 0.3382
6 C -1.0485 1.0711 -0.8148
7 H 3.8459 -1.5090 -0.8194
8 H 3.1662 0.0831 -0.9863
9 H 2.2448 -1.3111 -1.4907
10 H 2.4880 -0.1060 1.2646
11 H 2.3998 -1.8171 1.1741
12 H 0.1529 -1.3576 -0.3454
13 H 0.0063 0.5189 2.0599
14 H -2.1128 0.8457 0.8608
15 H -0.0039 1.3035 -0.9778
16 H -1.8366 1.1539 -1.5527
17 H -4.9968 0.4455 0.0294
18 H -4.4194 1.8028 0.0138
19 O -4.1548 0.8877 -0.1271

natural (NBO) population analysis, charges in e, atoms 1 to 8: C -0.60; C -0.48; C -0.08; C -0.09; N -0.43; C 0.11; H 0.25; H 0.21

> Look up the total charge of the third one.

+1

Copy entry 2 word for word.
Molecular formula: C5H12NO
Method: DFT, ωB97M-V with the def2-TZVPD basis set

For the HOMO energy, the calculation gives -14.37 eV. The total energy comes out at -327.364269 Ha. As for the total charge: +1. The largest force on an atom is 7.13 eV Å⁻¹. The relative energy (zero: lowest compared OMol25 entry of this formula, charge and spin) comes out at 250.3 kJ/mol. Its LUMO energy is -5.26 eV.

Element x y z (Å)
1 C -1.0640 -1.9022 -0.7254
2 C -0.2845 -1.7572 0.5792
3 C 0.3020 -0.3300 0.4259
4 C 1.4143 0.0418 -0.1630
5 N 1.7907 1.4170 -0.4307
6 C 2.7073 1.8214 -1.2297
7 H -1.5017 -2.9127 -0.8407
8 H -0.4061 -1.7620 -1.6042
9 H -1.8934 -1.1795 -0.7749
10 H 0.7035 -2.3590 0.6771
11 H -0.8329 -1.9250 1.5593
12 H -0.3380 0.3255 1.0053
13 H 1.9220 -0.7369 -0.7381
14 H 1.3486 2.1403 0.2407
15 H 3.3201 1.1656 -1.7667
16 H 3.1560 2.8881 -1.0938
17 H -3.6107 2.4561 1.8575
18 H -3.6089 1.0839 1.2161
19 O -3.1242 1.5247 1.8059

natural (NBO) population analysis, charges in e, atoms 1 to 8: C -0.62; C -0.44; C -0.05; C -0.14; N -0.39; C 0.09; H 0.24; H 0.21